# 1
Formula: CH10O4
Source: the OMol25 dataset
Level of theory: wB97M-V/def2-TZVPD

Energy above the lowest of the compared OMol25 structures with the same formula, charge and spin = 31.4 kcal/mol
Kohn-Sham gap = 0.4052 Eh
Total charge = 0
Multiplicity = 1

Last columns: bonded neighbours and bond lengths (Å).
Cartesian coordinates (Å):
1 O -0.16 -1.08 0.17  C5 1.436, H8 1.068
2 O 2.16 1.53 -0.21  H11 0.940, H13 0.945
3 O -0.90 0.16 -2.04  H9 0.952, H14 0.971
4 O -1.78 1.50 1.74  H10 1.020, H15 0.950
5 C 0.49 -2.34 0.40  O1 1.436, H6 1.081, H7 1.099, H12 1.132
6 H -0.11 -2.80 1.17  C5 1.081
7 H 1.58 -2.22 0.50  C5 1.099
8 H -0.21 -0.96 -0.89  O1 1.068
9 H 0.04 0.25 -1.95  O3 0.952
10 H -1.42 0.55 1.72  O4 1.020
11 H 2.95 1.39 0.28  O2 0.940
12 H 0.40 -3.01 -0.52  C5 1.132
13 H 1.68 0.83 0.19  O2 0.945
14 H -1.27 1.04 -1.83  O3 0.971
15 H -1.04 2.09 1.73  O4 0.950


# 2
Formula: CH11N2O3
Source: the OMol25 dataset
Level of theory: wB97M-V/def2-TZVPD

Energy above the lowest of the compared OMol25 structures with the same formula, charge and spin = 1.5 kcal/mol
Kohn-Sham gap = 0.4524 Eh
Total charge = +1
Multiplicity = 1

Last columns: bonded neighbours and bond lengths (Å).
Cartesian coordinates (Å):
1 O -1.40 -0.83 1.49  H7 0.980, H15 0.961
2 O -1.97 1.60 2.57  H14 0.965, H17 0.960
3 O 3.13 0.89 -1.93  H8 0.966, H10 0.962
4 N 0.77 0.03 -0.54  C6 1.305, H9 1.010, H12 1.019
5 N -0.64 -1.71 -1.02  C6 1.306, H13 1.034, H16 1.007
6 C 0.27 -0.84 -1.37  N4 1.305, N5 1.306, H11 1.075
7 H -1.77 -0.01 1.88  O1 0.980
8 H 2.89 1.55 -2.60  O3 0.966
9 H 0.41 0.20 0.39  N4 1.010
10 H 4.07 1.01 -1.76  O3 0.962
11 H 0.68 -0.87 -2.36  C6 1.075
12 H 1.64 0.48 -0.81  N4 1.019
13 H -1.12 -1.61 -0.11  N5 1.034
14 H -2.52 2.32 2.25  O2 0.965
15 H -1.43 -1.55 2.11  O1 0.961
16 H -1.11 -2.28 -1.71  N5 1.007
17 H -1.92 1.60 3.53  O2 0.960